169
Properties=species:S:1:pos:R:3:forces:R:3:mulliken_charge:R:1 method="wB97M-V/def2-TZVPD" e_tot_ev=-115905.1956 e_lumo_ha=-0.092 e_homo_ev=-8.00 gap_ev=5.503
C -0.564 -0.219 6.451 -0.4 1.5 0.6 -0.4861
O 1.030 -0.030 8.226 0.6 -0.1 0.6 -0.5999
H 5.234 -2.309 2.225 0.1 -0.3 0.1 0.3179
H 4.215 4.280 -3.074 0.1 0.1 0.1 0.2085
H 1.016 -4.378 3.717 -0.3 -0.6 -0.3 0.4404
H 2.677 1.387 -5.744 -0.2 -0.1 0.2 0.4816
H 3.029 -0.542 -4.160 0.0 0.1 0.1 -0.2628
C -3.119 4.189 5.754 2.7 -0.6 0.2 -0.2967
O 1.139 -4.247 -0.772 0.9 -0.7 0.7 -0.1656
H 7.073 2.713 -0.517 0.2 0.4 -0.1 0.5251
H -0.492 2.481 4.860 0.3 -0.6 -0.3 0.1779
C 3.796 0.227 -4.252 0.7 0.4 -0.7 0.2886
H 0.505 -3.934 -4.053 -0.1 -0.7 -0.3 -0.2100
H -0.312 -1.279 6.474 0.6 0.1 0.2 0.4405
O -0.225 4.513 -3.098 -1.7 0.3 -3.0 -0.7136
H -3.724 -1.952 0.031 0.0 0.2 -0.6 -0.1514
C -2.976 1.742 -1.637 -1.5 -0.9 -1.7 -0.1059
C 3.214 3.369 1.520 0.6 -0.2 1.3 -0.8142
C -3.117 -0.313 3.040 -0.2 -1.8 -0.4 0.3950
H 1.361 1.683 -4.236 -1.2 0.3 0.9 -0.1534
H 5.591 -3.689 4.380 -0.3 -0.4 -0.6 0.3590
H 5.206 4.456 -0.642 0.0 -0.7 0.3 0.1434
H 4.295 -1.957 5.953 -0.1 0.0 -0.1 0.3075
H -5.429 -2.763 -1.000 0.5 0.5 0.1 0.0081
H -2.850 3.605 -6.504 0.0 0.6 0.3 0.3521
H -6.068 -3.114 -5.332 -0.3 -1.0 -0.4 0.2699
H -0.953 0.274 8.680 0.0 -0.5 -0.2 0.4171
C -2.198 1.859 -5.605 0.8 -0.7 1.6 0.1080
C 0.908 -3.602 2.959 -0.7 -0.6 1.7 -0.5012
C -4.995 -3.056 -5.515 0.4 1.0 2.2 -0.5781
O 0.140 5.075 2.998 0.8 1.1 -0.3 -0.4447
H -2.486 1.253 -4.746 -0.1 0.0 0.4 -0.2031
C -1.131 -4.936 -1.139 -0.5 -0.6 2.6 -0.5452
O -1.161 3.129 4.626 0.6 1.4 -1.7 -0.5245
O 4.512 0.391 -2.996 -1.4 1.4 -0.3 -0.5203
H 2.808 1.854 2.845 -1.0 0.1 0.3 0.5423
H -1.341 -4.715 -0.092 -0.5 -0.1 0.3 0.1385
O -0.596 0.022 0.816 -1.7 0.4 1.7 -0.4696
H -1.962 2.441 6.184 -0.5 -0.3 1.0 0.2260
H -3.576 -3.513 -2.665 0.4 -0.1 0.1 0.1646
H 0.498 -5.452 -2.208 0.3 -0.5 -0.3 0.3086
C -3.434 0.400 -2.229 0.9 -1.1 1.7 -0.5249
H 5.799 1.407 0.250 -0.6 -0.3 0.2 0.1403
H -3.502 -2.033 -4.312 0.7 -0.5 0.0 -0.0073
O -4.262 -4.205 -5.812 -0.4 -0.3 -0.9 -0.5708
C -1.738 3.451 5.842 -2.7 -3.3 2.7 -0.3721
O 0.952 -1.143 -5.825 1.2 -0.3 -0.5 -0.5888
H 2.932 4.702 0.113 -0.4 0.1 -0.4 0.1739
H -4.902 -0.192 4.747 -0.2 -0.1 0.5 0.3470
O -2.715 5.353 5.176 -0.4 3.2 -1.6 -0.5379
O 0.603 -4.073 -6.117 0.3 -0.6 -0.7 -0.5679
H -0.249 -3.116 1.541 -0.4 0.1 -0.5 -0.0648
C 2.606 2.016 1.787 -0.8 1.6 0.2 -0.1637
O 2.956 3.750 0.228 -0.1 -0.8 -1.6 -0.3279
H 3.836 2.357 -4.819 0.1 0.0 0.0 0.2604
O -3.778 3.406 -4.574 0.5 -0.7 -0.6 -0.4522
O 4.141 -2.741 5.421 -0.7 -0.1 -0.2 -0.5240
H 3.271 0.372 1.901 0.7 -1.8 -0.8 -0.2715
O 5.358 1.682 -0.558 -0.6 -0.9 -0.4 -0.1430
O -3.532 -2.614 0.700 0.2 -0.1 0.8 0.9356
H -4.370 -4.330 1.384 -0.2 -0.1 0.0 0.5861
H 4.694 -0.518 -2.747 -0.1 -0.3 0.6 0.1313
H 2.817 4.073 2.250 -0.5 0.0 0.0 0.4530
H -4.922 -1.175 2.126 -0.2 0.1 0.2 -0.1645
O 3.173 -1.173 -1.222 0.7 1.9 -0.1 0.8127
O 3.725 -1.240 2.925 0.2 1.8 -0.2 -0.4782
C 4.124 -3.326 -1.792 0.8 -1.7 2.3 -0.8953
H -3.489 -4.460 -0.136 0.0 -0.3 0.0 -0.5398
H -6.192 -3.356 1.266 -0.7 0.1 0.4 0.3159
H 0.170 4.963 0.927 -0.4 -0.2 -0.1 -0.2640
H -4.109 -4.684 -4.994 -0.1 0.0 0.3 0.3830
C -3.277 2.869 -5.822 0.0 1.3 0.0 -0.6659
H -0.733 7.073 0.469 0.1 0.3 0.0 0.3188
O -0.244 -3.861 2.146 0.9 0.3 0.6 -0.3560
H 4.586 -0.137 -4.909 -0.3 0.1 -0.6 0.5274
H 6.729 2.203 -2.146 -0.6 -0.8 -0.1 0.2318
Be 2.869 1.627 -1.325 0.4 0.1 -0.4 1.1145
H -1.740 -5.796 -1.417 -0.2 0.1 -0.3 0.4248
O -0.819 2.369 -5.320 -1.9 -1.1 -1.3 -0.5266
H 4.815 -3.588 -3.648 -0.2 -0.3 0.4 0.3018
O 4.291 3.645 -2.358 1.0 -1.5 1.9 -0.2816
O -6.567 -3.602 0.418 -1.3 -0.1 1.2 -0.6403
H 0.919 -1.635 -3.835 0.4 -0.2 0.4 0.1332
O 4.562 -2.901 -3.027 -0.1 2.4 -1.5 -0.5472
C -4.691 -0.465 2.919 2.4 0.9 -0.6 -0.1255
O -4.227 2.456 -1.279 2.5 -0.9 0.3 -0.6272
H -2.250 1.108 -6.394 0.9 0.4 -0.5 0.5180
H -3.869 3.661 5.164 0.0 -0.4 0.0 0.2098
H 4.934 -3.961 -1.432 0.0 -0.3 0.7 0.4888
O -1.371 -3.807 -1.882 -0.7 0.9 -1.8 0.3038
H -1.039 3.795 6.605 0.0 1.0 -0.3 0.2616
H -2.950 0.228 3.972 0.3 -0.2 0.4 -0.0922
H 0.605 -3.411 -6.813 0.0 0.0 -0.4 0.3708
H -1.628 -0.237 6.218 -0.2 0.5 -0.1 0.1908
N -0.035 -0.285 -0.229 -2.7 -3.9 4.2 -0.5685
H -4.989 0.557 2.686 -0.5 0.1 -0.6 0.4097
H 0.677 -3.428 -0.577 -0.6 0.0 -0.1 -0.1310
C 3.931 -2.215 -0.678 -1.0 -2.9 -1.0 0.1785
H -3.522 4.511 6.714 0.0 -0.8 0.3 0.2992
H -4.877 -2.361 -6.347 0.3 0.2 0.3 0.3531
H -1.514 5.190 1.727 0.0 -1.4 -0.4 0.2384
H 4.287 3.368 1.714 0.5 -0.3 0.0 0.2393
H -4.154 0.132 -0.389 -0.3 0.2 0.1 0.1330
H 0.133 -0.648 -5.744 -0.2 -0.3 0.5 0.2895
O 0.459 5.863 -1.618 0.8 0.7 1.0 -0.6789
O 0.721 0.475 -0.665 5.3 4.8 -4.6 -0.0529
H 6.128 4.523 -2.086 0.5 -0.2 0.1 0.5266
H 3.835 -3.291 2.749 -0.2 0.0 -0.6 0.1049
H 1.540 0.135 7.431 0.5 -0.1 0.0 0.3137
H 3.266 -3.998 -1.821 -0.5 0.4 -0.3 0.2997
H 0.174 -0.008 4.589 0.1 -0.3 -0.4 0.0998
C 5.515 3.846 -1.490 -0.8 1.0 -2.2 -0.5214
C 4.447 -2.417 2.971 -0.3 -1.4 0.7 -0.0677
H -1.413 7.308 2.109 0.1 0.2 0.2 0.2992
H -1.491 -3.023 -1.342 0.2 0.2 0.4 -0.1340
O -2.407 -1.594 3.095 -0.2 1.3 1.3 -0.5763
O 3.141 0.918 1.123 1.3 0.0 -1.1 0.7620
C 1.190 -2.105 -4.780 -2.0 -0.8 -0.8 -0.3177
O -4.315 -3.669 -3.258 -0.4 0.6 -0.5 -0.5353
H 2.829 -1.221 3.268 -0.3 -0.7 0.1 0.1507
H -2.394 -2.012 2.231 -0.5 0.1 -0.5 0.1676
O -5.260 -0.838 4.135 -0.1 -0.4 0.3 -0.5551
H -0.904 2.939 -4.553 0.1 0.5 0.5 0.3075
H -3.849 4.364 -4.555 0.2 0.0 -0.4 0.2749
C 0.300 -3.388 -4.974 0.5 2.4 2.1 0.2721
H -0.161 1.550 7.785 -0.3 0.2 -0.3 0.1926
H -0.253 4.400 3.556 -0.7 -0.5 -0.4 0.2729
H 1.487 -2.219 4.628 0.9 -0.7 -0.3 0.7713
O 0.883 3.764 -1.575 3.4 -4.0 3.8 -0.3218
H -0.734 -3.053 -4.894 -0.4 -0.2 -0.2 0.1188
H -2.556 -0.140 -2.583 0.3 0.1 0.0 0.1703
H 1.828 -3.655 2.377 0.0 0.5 -0.2 0.0017
H -4.108 0.387 -3.086 -0.6 0.5 0.5 0.4866
H -1.956 5.209 4.607 -0.1 0.1 -0.3 0.2967
H 5.828 -2.026 4.561 0.1 0.4 -0.1 0.3987
H 3.276 -2.632 0.086 0.2 -0.7 0.2 -0.2395
H -4.981 -1.692 -3.669 -1.0 -0.4 0.1 0.2767
O 2.170 1.849 -3.746 -0.1 0.2 0.1 0.2764
H 2.397 -1.595 -1.599 -0.5 0.1 0.0 -0.5384
C -0.570 6.924 1.536 1.9 -1.3 0.4 -0.4840
H -2.219 1.461 -0.906 -0.6 0.4 1.2 0.2098
C -4.189 -3.843 0.426 0.6 0.1 -1.2 -0.3790
O 0.687 7.483 1.938 -0.5 0.7 -0.6 -0.6021
H -2.589 0.274 2.290 -0.7 0.2 -0.5 -0.0338
C 3.117 1.540 -4.758 2.1 -1.3 1.4 -0.9579
C -4.452 -2.531 -4.121 0.7 0.5 -1.2 0.1830
O 0.932 -1.190 3.002 -0.1 0.3 0.6 1.3938
H -2.367 2.286 -2.359 -0.5 0.4 -0.4 0.0326
C 0.289 -5.328 -1.145 0.7 0.8 -2.2 -0.8037
C -5.463 -3.666 -0.390 1.1 0.2 -1.3 -0.0860
H 0.469 -6.297 -0.681 0.2 0.4 0.7 0.4068
O -3.914 -0.484 -1.085 0.3 1.1 -1.8 -0.4769
C -0.231 0.467 7.887 -0.2 -0.8 -2.5 -0.3995
H 0.114 -1.054 2.518 -0.5 0.4 -0.6 -0.5289
N 0.415 4.725 -2.079 -2.4 2.1 -2.0 0.7012
H -3.886 3.232 -0.828 -0.4 0.4 0.2 0.3589
O -0.203 -1.445 -0.653 0.2 -0.9 -1.5 0.3748
H 0.957 6.996 2.721 -0.1 -0.1 0.2 0.3457
C -0.443 5.389 1.722 -1.1 1.0 0.8 0.5761
H -4.103 2.460 -6.404 -0.2 -0.5 0.3 0.3653
C 6.259 2.529 -1.219 -0.4 2.1 0.2 -0.6283
H -5.570 -4.394 -1.195 -0.1 -0.7 0.5 0.4685
C 5.044 -2.747 4.330 1.4 1.0 0.9 -0.9486
H 2.205 -2.496 -4.844 0.2 0.7 0.0 0.3483
H 4.874 -2.112 -0.143 0.1 1.6 -0.6 0.3087
H 1.594 2.007 1.383 -0.7 0.6 1.2 0.0168
H -0.118 -2.251 4.459 -0.9 -0.6 -0.8 0.2666
C 0.763 -2.355 3.825 0.6 0.9 -0.2 -0.8376
O 0.184 0.516 5.393 -0.7 -0.4 1.9 -0.4228